The following is a quantum chemistry calculation of a molecular structure, C13H10ClNO6Pt in a non-equilibrium geometry, from OMol25.

The geometry in ORCA input format:
```
! wB97M-V def2-TZVPD RIJCOSX def2/J DEFGRID3
* xyz 0 1
Pt -0.409 0.160 0.033
O -4.283 -0.719 -1.662
C -3.297 -0.365 -1.173
O -2.440 0.420 -1.054
C -2.751 -1.977 0.173
O -3.756 -2.441 0.506
O -1.582 -1.935 0.206
Cl 0.225 -5.398 2.091
C 0.518 -3.690 1.890
C -0.052 -2.793 2.770
C 0.169 -1.432 2.599
C 0.950 -0.941 1.536
C 1.167 0.462 1.334
C 1.545 -1.896 0.683
C 1.322 -3.254 0.853
H -0.670 -3.155 3.580
H -0.268 -0.724 3.292
H 2.034 0.765 0.754
H 0.865 1.139 2.125
H 2.166 -1.545 -0.132
H 1.767 -3.974 0.180
O 1.062 0.480 -2.006
C 0.790 1.648 -1.846
C 1.202 2.829 -2.685
C 0.545 4.009 -1.962
C -0.203 3.406 -0.773
O -0.856 4.030 0.027
N 0.007 2.037 -0.769
H 0.846 2.693 -3.705
H 2.290 2.887 -2.717
H -0.171 4.553 -2.577
H 1.268 4.725 -1.570
*
```

Computed properties:
lowest unoccupied orbital energy (alpha / beta)	-0.09566 / -0.09566	hartree
energy	-43185.6734	eV
Kohn-Sham gap (alpha / beta)	5.351 / 5.351	eV
M	506.76	g mol⁻¹
energy above the lowest of the compared OMol25 structures with the same formula, charge and spin	3.6943	eV

=====

The following is a quantum chemistry calculation of a single C4H7BO2 molecule in a non-equilibrium geometry, from OMol25.

The geometry in ORCA input format:
```
! wB97M-V def2-TZVPD RIJCOSX def2/J DEFGRID3
* xyz 0 1
C -0.939 -2.042 -1.124
B -0.614 -0.946 0.022
C 0.192 0.331 -0.299
O -0.704 0.846 -0.932
C 1.215 1.064 0.273
C 0.607 2.045 1.485
O -0.258 1.805 2.210
H -1.580 -2.917 -0.739
H -0.066 -2.559 -1.630
H -1.827 -1.730 -1.803
H -0.952 -0.988 1.104
H 1.981 0.371 0.473
H 1.832 1.752 -0.341
H 1.112 2.968 1.301
*
```

Computed properties:
SMILES string	CBC(=O)CC=O
lowest unoccupied orbital energy	0.01844	hartree
energy	-9029.7230	eV
Kohn-Sham gap	9.994	eV
M	97.91	g mol⁻¹
energy above the lowest of the compared OMol25 structures with the same formula, charge and spin	4.5898	eV

=====

The following is a quantum chemistry calculation of a molecular structure, C35H45ClF3KN2OPS2SbSe2 in a non-equilibrium geometry, from OMol25.

The geometry in ORCA input format:
```
! wB97M-V def2-TZVPD RIJCOSX def2/J DEFGRID3
* xyz -2 1
K 0.535 -0.990 -0.551
F 3.853 -3.842 -3.682
C 4.704 -3.977 -2.650
F 5.186 -5.257 -2.738
F 5.772 -3.183 -2.890
C 4.066 -3.728 -1.308
C 4.112 -4.738 -0.371
C 3.535 -4.558 0.877
C 2.893 -3.352 1.086
N 2.847 -2.355 0.213
C 3.455 -2.480 -0.997
S 3.453 -1.111 -2.068
H 4.594 -5.674 -0.620
H 3.539 -5.330 1.633
H 2.366 -3.177 2.020
Se -2.314 3.414 -0.672
P -2.292 2.337 -2.539
Se -0.931 0.738 -2.864
C -2.118 3.601 -3.877
C -1.106 3.537 -4.820
C -1.007 4.511 -5.814
C -1.927 5.544 -5.870
C -2.949 5.611 -4.927
C -3.037 4.649 -3.935
C -3.980 1.730 -2.943
C -4.961 1.641 -1.967
C -6.212 1.114 -2.273
C -6.492 0.684 -3.559
C -5.511 0.772 -4.544
C -4.264 1.285 -4.233
H -0.403 2.712 -4.765
H -0.208 4.450 -6.543
H -1.854 6.299 -6.644
H -3.674 6.416 -4.962
H -3.815 4.709 -3.183
H -4.728 1.988 -0.967
H -6.963 1.033 -1.497
H -7.464 0.268 -3.794
H -5.716 0.424 -5.548
H -3.492 1.319 -4.993
C 2.965 -0.844 5.619
C 2.610 -1.429 4.256
Sb 0.897 -0.625 3.147
C -0.627 -1.644 4.301
C -0.299 -2.225 5.671
C 0.894 1.301 4.103
C 0.100 1.438 5.397
H 3.865 -1.300 6.048
H 2.161 -0.982 6.343
H 3.155 0.230 5.562
H 2.440 -2.506 4.335
H 3.452 -1.325 3.566
H -0.964 -2.435 3.626
H -1.458 -0.941 4.355
H 0.571 -2.884 5.648
H -1.131 -2.817 6.068
H -0.086 -1.444 6.402
H 0.490 1.972 3.345
H 1.939 1.582 4.252
H -0.942 1.146 5.253
H 0.098 2.468 5.769
H 0.504 0.807 6.191
O 0.952 1.190 0.395
S 1.240 2.392 -0.495
C 3.040 2.460 -0.577
C 3.505 3.142 0.701
C 2.586 4.355 0.833
C 1.164 3.835 0.616
H 3.298 3.044 -1.465
H 3.357 1.426 -0.736
H 4.564 3.405 0.671
H 3.357 2.461 1.543
H 2.836 5.081 0.053
H 2.681 4.865 1.794
H 0.443 4.542 0.212
H 0.751 3.404 1.531
N -1.655 0.701 2.111
H -2.399 1.301 2.456
H -2.101 -0.002 1.523
H -1.130 1.267 1.444
Cl -2.802 -2.631 -2.820
C -1.599 -3.453 -1.821
C -0.813 -4.406 -2.429
C 0.086 -5.186 -1.706
C 0.144 -4.963 -0.327
C -0.622 -3.998 0.284
C -1.553 -3.151 -0.418
C -2.283 -2.153 0.218
H -0.914 -4.538 -3.501
H 0.724 -5.909 -2.196
H 0.826 -5.548 0.283
H -0.547 -3.858 1.360
H -2.252 -2.098 1.301
H -3.012 -1.558 -0.314
*
```

Computed properties:
lowest unoccupied orbital energy	0.14226	hartree
energy	-247246.2879	eV
Kohn-Sham gap	4.351	eV
M	1016.09	g mol⁻¹
energy above the lowest of the compared OMol25 structures with the same formula, charge and spin	0.9888	eV

=====

The following is a quantum chemistry calculation of a molecular structure, C2H4N2O2, from OMol25.

The geometry in ORCA input format:
```
! wB97M-V def2-TZVPD RIJCOSX def2/J DEFGRID3
* xyz 0 1
N -1.420 -0.701 0.998
C -0.115 -0.394 0.773
O 0.793 -0.638 1.547
N 0.081 0.262 -0.454
C 1.249 0.678 -0.890
O 1.068 1.247 -2.011
H -1.631 -1.268 1.802
H -2.105 -0.611 0.265
H -0.134 0.860 -1.631
H 2.213 0.565 -0.399
*
```

Computed properties:
lowest unoccupied orbital energy	0.03087	hartree
energy	-9213.1268	eV
Kohn-Sham gap	11.086	eV
M	88.07	g mol⁻¹
energy above the lowest of the compared OMol25 structures with the same formula, charge and spin	2.0960	eV